Entry 1:
Below is 2 unconnected molecules or ions with the total composition C9H15BrN2O2 at a distorted geometry, with properties calculated with ωB97M-V with the def2-TZVPD basis set.

Last column: natural (NBO) charge in e.
Geometry (Å):
H  -1.868  -1.087  1.067  0.204
C  -0.515  0.201  -1.245  -0.227
C  1.105  1.558  0.091  0.589
H  1.063  -1.294  -2.045  0.211
N  3.976  -0.886  -0.596  -0.740
H  -1.685  -0.164  2.422  0.212
C  0.231  -0.555  1.160  -0.212
H  -0.444  2.344  -1.936  0.206
H  -1.356  -0.533  -1.213  0.214
H  1.251  0.396  -2.329  0.215
C  0.199  0.462  0.098  0.135
H  -1.607  1.683  -2.866  0.209
H  1.427  -0.833  3.066  0.222
H  2.390  2.935  -0.089  0.359
H  2.153  0.337  1.978  0.219
H  0.595  0.706  2.747  0.218
H  0.468  -1.589  0.639  0.230
C  0.518  -0.350  -2.283  -0.607
C  -1.215  -0.819  1.809  -0.612
O  2.812  -2.903  -0.536  -0.475
N  2.243  1.968  -0.173  -0.728
H  -1.254  -1.670  2.549  0.213
C  3.350  -1.887  -0.487  0.809
C  -1.143  1.598  -1.766  -0.604
H  0.023  -0.565  -3.195  0.215
C  1.194  -0.084  2.316  -0.629
Br  4.970  0.261  0.183  0.401
H  -1.928  1.948  -1.198  0.214
O  -0.034  1.802  0.627  -0.459

Gap between HOMO and LUMO (spin up / spin down) in eV: 6.346 / 6.597
2S+1: 3
⟨S²⟩: 2.0074
E_HOMO (spin up / spin down) in eV: -5.678 / -9.752
Charge: 0

Entry 2:
Below is a molecular structure, C9H15Cl2O6PRhTb at a distorted geometry, with properties calculated with ωB97M-V with the def2-TZVPD basis set.

Last column: Löwdin charge in e.
Geometry (Å):
H  2.966  0.053  -0.132  0.115
H  -2.761  -1.107  2.749  0.074
C  0.376  -0.036  3.750  -0.187
C  -3.312  -0.226  2.398  -0.042
C  2.500  0.623  0.693  -0.223
O  -1.238  0.773  1.408  -0.189
C  2.912  2.068  0.813  -0.034
H  -2.681  -0.241  0.348  0.082
H  -3.544  0.436  3.246  0.111
P  -0.038  -0.228  0.984  0.668
H  0.707  -0.797  4.468  0.147
O  -1.049  0.050  -10.868  0.272
H  2.214  1.054  3.615  0.088
O  1.062  0.771  0.357  -0.234
H  2.133  2.582  1.399  0.091
H  0.764  2.021  3.249  0.085
Cl  -1.029  1.724  -6.952  0.044
Tb  -0.237  -0.539  -7.549  1.567
O  -1.341  -3.554  1.718  0.265
H  -0.696  0.153  3.911  0.121
C  0.274  -2.678  -8.653  -0.041
H  2.593  0.054  1.625  0.107
H  1.153  1.604  4.919  0.117
C  -2.640  0.449  1.212  -0.237
O  0.566  -0.662  2.434  -0.259
Cl  1.564  -2.667  -0.543  0.440
H  2.918  2.498  -0.199  0.100
C  1.172  1.232  3.889  -0.043
H  3.895  2.186  1.276  0.114
H  -3.163  1.373  0.938  0.146
C  -0.766  -0.162  -9.753  -0.089
O  0.509  -3.676  -9.187  0.245
H  -4.272  -0.583  2.009  0.105
C  -1.030  -2.798  0.896  -0.233
Rh  -0.482  -1.749  -0.469  0.705

Gap between HOMO and LUMO (spin up / spin down) in eV: 5.902 / 4.669
ΔE to the lowest compared entry with this formula, charge and spin in kcal/mol: 0.00
2S+1: 11
⟨S²⟩: 30.0539
E_HOMO (spin up / spin down) in eV: -21.217 / -21.225
Charge: +4